No. 1
17
Properties=species:S:1:pos:R:3:nbo_charge:R:1 method="wB97M-V/def2-TZVPD" energy_ev=-24446.46729 multiplicity=1 homo_ev=-8.576 e_above_lowest_kj_mol=376.65 gap_ev=8.44
C -1.9647 -1.2501 -0.2893 -0.966
C -1.5559 1.4707 -0.0490 -0.916
C 0.4984 -0.1815 0.4315 -0.955
C 4.0464 -0.2968 1.0366 -0.470
P -1.2309 -0.1154 0.9233 0.797
S 5.0430 0.0679 -0.1993 0.233
H -1.8143 -2.3243 0.0120 0.239
H -1.8371 -0.9021 -1.3702 0.223
H -2.9882 -1.2367 -0.2874 0.231
H -1.0442 2.3638 0.4478 0.227
H -2.5598 1.7113 -0.0407 0.213
H -1.2580 1.3928 -1.1498 0.209
H 0.6406 -0.4316 -0.6442 0.221
H 1.0239 0.6812 0.9027 0.249
H 0.9394 -0.9779 0.9142 0.224
H 4.1417 -1.4235 1.1350 0.138
H 4.7179 1.3858 -0.2447 0.100

---

No. 2
67
Properties=species:S:1:pos:R:3:lowdin_spin:R:1 method="wB97M-V/def2-TZVPD" energy_ev=-140244.42209 multiplicity=4 homo_ev="-13.815 / -13.816" total_charge=+2 s2=3.780 e_above_lowest_kj_mol=53.75 gap_ev="6.97 / 5.22"
Tc -0.1757 -1.0253 0.9570 1.834
C 1.8072 -1.6919 4.7843 0.002
C 0.3587 -1.2584 4.6669 0.007
S -0.0957 -0.1941 3.2623 0.001
C 1.2368 1.0436 3.1876 -0.002
C 2.4553 0.7321 2.3183 -0.001
S 2.2072 -0.5009 0.9841 0.017
C 3.4859 -1.7575 1.3112 0.012
C 3.7192 -2.2043 2.7433 0.004
S 2.2792 -2.9468 3.5531 0.019
H 1.9288 -2.1571 5.7622 0.001
H 2.4988 -0.8522 4.7303 0.000
H 0.0670 -0.6953 5.5545 -0.001
H -0.2954 -2.1220 4.5706 0.000
H 1.5317 1.2498 4.2164 0.000
H 0.7185 1.9178 2.8052 0.000
H 3.2938 0.3773 2.9101 0.000
H 2.7712 1.6385 1.8054 0.000
H 4.4122 -1.3515 0.9028 -0.001
H 3.1709 -2.5992 0.6971 0.000
H 4.1122 -1.4131 3.3778 0.000
H 4.4755 -2.9891 2.7030 0.002
N -1.8862 -1.1070 -2.8580 0.126
C -0.9623 -1.1028 -3.8939 0.105
C -1.3821 -0.8931 -5.1979 -0.007
C -0.4525 -0.8751 -6.2185 0.088
C 0.9132 -1.0594 -5.9523 0.038
C 1.3452 -1.2733 -4.6675 0.019
C 0.4070 -1.3042 -3.6303 0.117
S 0.9577 -1.5714 -2.0343 0.382
N -0.3922 -1.3970 -1.0890 0.119
C -1.5972 -1.1774 -1.5535 0.024
C -2.6659 -1.0280 -0.5442 0.009
C -3.9995 -0.8473 -0.8584 -0.003
C -4.9352 -0.7780 0.1626 0.010
C -4.5010 -0.8897 1.4712 -0.003
C -3.1479 -1.0342 1.7156 0.007
N -2.2413 -1.0973 0.7383 -0.005
H -2.8440 -0.9368 -3.1250 0.003
H -2.4333 -0.7395 -5.4120 -0.002
H -0.7836 -0.7124 -7.2350 0.004
H 1.6304 -1.0338 -6.7608 0.001
H 2.3978 -1.4007 -4.4448 -0.001
H -4.3348 -0.7607 -1.8829 0.000
H -5.9836 -0.6432 -0.0659 0.000
H -5.2002 -0.8624 2.2950 0.000
H -2.7679 -1.1053 2.7249 0.000
O -0.4720 2.0540 -3.4685 0.003
S 0.6031 2.2789 -2.5340 0.000
O 1.9456 2.1762 -3.0190 0.000
N 0.3873 1.2105 -1.2902 0.015
C -0.1216 1.7893 -0.2419 0.007
O -0.5651 1.1577 0.7923 0.035
C -0.1648 3.2777 -0.3229 0.000
C -0.5315 4.1699 0.6670 0.000
C -0.4095 5.5304 0.3976 0.000
C 0.0656 5.9715 -0.8319 0.000
C 0.4155 5.0711 -1.8352 0.000
C 0.2887 3.7292 -1.5538 0.000
H -0.9058 3.8093 1.6171 0.000
H -0.6907 6.2512 1.1536 0.000
H 0.1636 7.0327 -1.0169 0.000
H 0.7804 5.4128 -2.7951 0.000
Cl -0.9267 -4.2791 3.0459 -0.006
Si -0.3708 -3.5024 1.2321 0.014
Cl 1.2763 -4.5540 0.5653 0.012
Cl -1.8714 -4.1578 -0.0482 -0.007

---

No. 3
88
Properties=species:S:1:pos:R:3:lowdin_charge:R:1 method="wB97M-V/def2-TZVPD" energy_ev=-100069.67476 smiles="O=C=Nc1cnc2ccccc2n1.O=C1OC[C@@H](F)O1.O=C1OC[C@@H](F)O1.O=C1OC[C@@H](F)O1.O=C1OC[C@@H](F)O1.O=C1OC[C@@H](F)O1.O=C1OC[C@@H](F)O1.O=C1OC[C@@H](F)O1" multiplicity=1 homo_ev=-9.358 gap_ev=8.79
O 1.8248 4.8603 -2.4601 0.161
C 1.4839 3.7819 -2.1294 -0.296
N 1.0155 2.6417 -2.1894 0.201
C 2.0118 1.6163 -1.9478 -0.287
C 3.3016 1.7090 -2.5652 -0.074
N 4.2764 0.8437 -2.4467 0.155
C 3.8852 -0.2048 -1.6694 -0.219
C 4.8188 -1.2723 -1.4691 -0.029
C 4.5299 -2.3815 -0.7387 -0.068
C 3.2405 -2.4855 -0.0961 -0.058
C 2.3411 -1.4783 -0.2639 -0.016
C 2.6279 -0.3221 -1.0444 -0.199
N 1.6545 0.6220 -1.1869 0.201
H 3.4915 2.5842 -3.2009 0.103
H 5.8060 -1.2296 -1.9407 0.116
H 5.2528 -3.1906 -0.6093 0.107
H 2.9703 -3.3668 0.4902 0.110
H 1.3590 -1.5870 0.2339 0.101
O 0.0575 -2.3392 2.4327 0.178
C -0.8979 -2.6125 1.7874 -0.544
O -1.0961 -2.2051 0.5073 0.063
C -2.2850 -2.8517 0.0419 -0.046
C -3.0009 -3.1522 1.3282 -0.315
F -3.7306 -4.2923 1.2289 0.071
O -1.9403 -3.3715 2.2409 0.126
H -2.0172 -3.7544 -0.5098 0.150
H -2.8567 -2.1984 -0.6131 0.144
H -3.6350 -2.3407 1.6908 0.177
O 7.0773 5.2520 -8.1480 0.191
C 6.4734 4.9429 -7.1801 -0.539
O 5.8702 5.8201 -6.3351 0.080
C 5.1397 5.0527 -5.3775 -0.057
C 5.8604 3.7320 -5.4175 -0.317
F 5.0149 2.6977 -5.1715 0.062
O 6.2967 3.6521 -6.7601 0.111
H 4.0986 4.9680 -5.6960 0.147
H 5.1706 5.5190 -4.3949 0.143
H 6.7209 3.6665 -4.7486 0.178
O 1.1975 8.1967 3.2634 0.189
C 0.8687 7.4234 2.4322 -0.543
O 1.7093 6.8825 1.5083 0.075
C 0.9652 5.9037 0.7828 -0.063
C -0.4519 6.3694 0.9832 -0.317
F -1.3163 5.3251 1.0101 0.075
O -0.4076 6.9602 2.2675 0.135
H 1.1450 4.9167 1.2149 0.149
H 1.2559 5.8884 -0.2651 0.112
H -0.7931 7.1061 0.2527 0.175
O -4.1682 -0.7346 4.9569 0.164
C -3.9185 -1.8065 5.4068 -0.545
O -4.0507 -2.9701 4.7202 0.065
C -3.5271 -4.0100 5.5556 -0.045
C -3.6551 -3.4035 6.9248 -0.309
F -2.6666 -3.8306 7.7477 0.082
O -3.4761 -2.0202 6.6725 0.143
H -2.4900 -4.2116 5.2809 0.146
H -4.1027 -4.9265 5.4466 0.143
H -4.6246 -3.5642 7.4002 0.158
O -6.7268 -2.3994 8.0032 0.165
C -6.7964 -1.2492 7.7141 -0.548
O -7.6821 -0.7372 6.8240 0.077
C -7.5352 0.6849 6.8530 -0.050
C -6.1328 0.8451 7.3751 -0.309
F -6.0078 1.9739 8.1158 0.078
O -5.9894 -0.2813 8.2252 0.140
H -8.2809 1.1140 7.5249 0.146
H -7.6656 1.1134 5.8619 0.143
H -5.3577 0.8236 6.6064 0.160
O 8.1103 -2.5238 -6.3676 0.185
C 8.0432 -1.3716 -6.6258 -0.544
O 7.1715 -0.8325 -7.5190 0.077
C 7.3128 0.5872 -7.4409 -0.060
C 8.7028 0.7388 -6.8866 -0.312
F 8.8089 1.8478 -6.1092 0.071
O 8.8384 -0.4072 -6.0684 0.134
H 6.5506 0.9914 -6.7735 0.129
H 7.1997 1.0458 -8.4208 0.145
H 9.4926 0.7459 -7.6404 0.176
O -5.6624 -3.5449 -1.5204 0.174
C -6.3517 -4.3462 -0.9844 -0.551
O -7.6026 -4.0930 -0.5208 0.077
C -8.1446 -5.3358 -0.0698 -0.056
C -6.9018 -6.1381 0.2106 -0.318
F -7.1025 -7.4584 -0.0214 0.077
O -5.9863 -5.6384 -0.7458 0.132
H -8.7533 -5.7763 -0.8613 0.146
H -8.7633 -5.1961 0.8141 0.141
H -6.4924 -6.0023 1.2138 0.173

---

No. 4
42
Properties=species:S:1:pos:R:3:nbo_charge:R:1 method="wB97M-V/def2-TZVPD" energy_ev=-24064.53058 smiles=CO.CO.CO.CO.CO.O.O.O.O multiplicity=1 homo_ev=-10.203 e_above_lowest_kj_mol=236.82 gap_ev=10.40
C 0.1433 -2.5465 3.5834 -0.241
O 0.3698 -1.6777 4.7121 -0.746
H 1.0299 -2.8210 2.9995 0.158
H -0.2460 -3.4259 4.0305 0.184
H -0.6250 -2.1686 2.8893 0.157
H 0.6035 -0.7491 4.5227 0.487
C -2.9322 -1.4147 -1.9959 -0.252
O -2.0573 -2.1134 -1.1472 -0.731
H -3.3685 -2.1087 -2.6977 0.186
H -3.6592 -0.8563 -1.3893 0.191
H -2.3501 -0.6670 -2.5623 0.154
H -1.8722 -1.4391 -0.4884 0.467
C -1.1383 2.7723 -2.2376 -0.251
O -0.8900 2.8184 -0.8721 -0.756
H -2.1527 3.1614 -2.4487 0.170
H -0.3686 3.1921 -2.8800 0.188
H -1.2499 1.7268 -2.5078 0.186
H -0.3760 3.5707 -0.5898 0.491
C 1.7931 -2.3733 -0.7595 -0.260
O 0.8169 -1.3973 -1.1488 -0.795
H 1.8416 -3.2490 -1.4626 0.175
H 2.7090 -1.7879 -0.8416 0.206
H 1.6640 -2.7395 0.2675 0.182
H -0.0754 -1.7333 -1.1015 0.505
C 3.2629 1.4481 -0.0925 -0.234
O 2.4052 0.3364 0.0975 -0.788
H 2.6444 2.3150 -0.3887 0.156
H 3.7759 1.6059 0.8769 0.191
H 3.9949 1.2945 -0.8547 0.168
H 1.7802 0.0184 -0.5835 0.492
O 1.3426 -0.1356 -3.6121 -0.955
H 1.1692 -1.0201 -3.9432 0.470
H 1.2780 -0.1884 -2.6626 0.478
O -3.3006 1.2301 0.6804 -0.956
H -3.0623 2.1117 0.3480 0.469
H -2.5268 1.0408 1.2353 0.484
O 0.3665 1.7938 3.8760 -0.954
H 0.4650 1.5610 2.9507 0.487
H -0.5491 1.5525 4.0075 0.463
O -0.3629 1.0279 1.0804 -1.012
H -0.5876 1.6068 0.3283 0.499
H 0.2948 0.4278 0.7821 0.488

---

No. 5
64
Properties=species:S:1:pos:R:3:nbo_charge:R:1 method="wB97M-V/def2-TZVPD" energy_ev=-87204.58537 multiplicity=1 homo_ev=-5.670 total_charge=-1 gap_ev=8.12
C 5.4301 0.5059 1.5289 -0.620
C 4.1006 0.4887 2.2837 -0.458
C 2.8256 0.9826 1.5962 -0.574
I 3.0801 3.0541 1.0445 0.053
P 1.8543 -0.1687 0.3749 1.476
C 3.1990 -1.5127 0.1682 -0.553
N 2.8367 -2.6648 -0.6727 -0.596
C 4.0346 -3.4072 -1.0568 -0.407
S 2.8054 0.7187 -1.6358 1.986
O 4.1891 1.0840 -1.4471 -0.977
O 2.5139 -0.1363 -2.7579 -0.948
F 2.0589 2.1170 -2.0692 -0.562
O 0.8038 -1.0144 -0.6495 -0.806
C -0.3144 -0.2992 -1.0490 0.110
C -1.4153 -1.1931 -1.6060 -0.565
C -0.8140 -2.1075 -2.6472 0.608
O -0.4222 -1.8069 -3.7279 -0.491
Cl -0.7628 -3.8224 -2.1300 -0.117
C -0.6613 0.6985 0.0728 -0.049
C -1.4086 1.9113 -0.5170 -0.422
C -2.7344 2.4379 0.0448 -0.400
C -4.0071 1.7854 -0.5390 -0.418
C -4.6690 0.7749 0.3632 -0.028
C -5.1708 1.1638 1.6042 -0.184
C -5.7409 0.2446 2.4588 -0.226
C -5.8234 -1.0906 2.0882 -0.225
C -5.3492 -1.4863 0.8517 -0.171
C -4.7838 -0.5580 -0.0038 -0.215
P -1.3810 -0.1623 1.5779 1.326
N -1.8209 -1.6657 1.4246 -1.350
O 0.6375 1.0997 0.4608 -0.824
H 5.6449 -0.4391 1.0343 0.204
H 5.4666 1.3101 0.8002 0.240
H 6.2432 0.6683 2.2412 0.195
H 3.9082 -0.4992 2.7118 0.206
H 4.2234 1.1482 3.1496 0.201
H 2.0804 1.1012 2.3780 0.214
H 1.3746 -0.8282 1.5588 -0.163
H 4.1025 -1.0939 -0.2638 0.220
H 3.3745 -1.8478 1.1956 0.174
H 2.2880 -3.2907 -0.0949 0.342
H 3.7395 -4.2579 -1.6717 0.192
H 4.6950 -2.7547 -1.6246 0.197
H 4.6003 -3.8094 -0.2000 0.143
H -0.0099 0.3786 -1.8652 0.191
H -2.1469 -0.5760 -2.1338 0.227
H -1.8744 -1.7718 -0.8119 0.287
H -1.5492 1.7466 -1.5894 0.205
H -0.6845 2.7242 -0.4410 0.254
H -2.7621 3.4967 -0.2223 0.211
H -2.7703 2.4191 1.1324 0.205
H -3.7311 1.2824 -1.4692 0.203
H -4.7256 2.5677 -0.7867 0.212
H -5.0954 2.2015 1.9073 0.198
H -6.1137 0.5612 3.4237 0.205
H -6.2462 -1.8240 2.7617 0.206
H -5.3949 -2.5269 0.5637 0.212
H -4.4083 -0.8772 -0.9674 0.210
H -2.4319 0.6614 2.0183 -0.084
H -0.3865 0.0690 2.5360 -0.053
H -1.2620 -2.2883 1.9924 0.379
O 2.3079 3.8280 -4.3768 -0.960
H 2.5529 3.4777 -3.5113 0.490
H 1.9003 3.0721 -4.8093 0.467

---

No. 6
73
Properties=species:S:1:pos:R:3:lowdin_charge:R:1 method="wB97M-V/def2-TZVPD" energy_ev=-106142.91817 multiplicity=1 homo_ev=-1.599 total_charge=-2 e_above_lowest_kj_mol=0.00 gap_ev=5.86
Hf 0.1218 0.0449 0.1213 1.503
N -1.0599 2.1433 0.7830 -0.028
C -2.4752 1.9057 1.0904 -0.250
C -3.2792 1.7124 -0.1853 -0.103
C -2.8202 0.6007 -1.1369 -0.627
O -3.4594 0.4358 -2.1691 0.014
O -1.8237 -0.1136 -0.7568 -0.176
H -0.5403 2.4327 1.6038 0.075
H -0.9418 2.8579 0.0714 0.101
H -2.9092 2.7376 1.6587 0.105
H -2.5221 1.0134 1.7162 0.096
H -3.3087 2.6358 -0.7709 0.116
H -4.3172 1.4859 0.0707 0.116
Cl 3.2839 5.1632 -3.5402 0.599
C 2.8682 4.0117 -2.3071 -0.721
C 3.5868 3.9695 -1.1260 -0.725
Cl 4.9181 5.0546 -0.8639 0.593
C 3.2214 3.0546 -0.1260 -0.610
Cl 4.0731 2.9981 1.3854 0.657
C 2.1613 2.1800 -0.3055 -0.403
O 1.7570 1.3187 0.6034 -0.251
C 1.4429 2.1902 -1.5441 -0.422
O 0.4710 1.3309 -1.6597 -0.220
C 1.7946 3.1318 -2.5099 -0.612
Cl 0.8432 3.2036 -3.9549 0.678
Cl 2.8974 -1.1752 -1.4867 0.383
C 1.2359 -1.7372 -0.9335 -0.694
H 1.4491 -2.5542 -0.2427 -0.035
H 0.7910 -2.1891 -1.8244 -0.035
N -1.1821 -0.7538 -3.7772 0.132
C -0.3467 -0.3877 -4.8146 -0.326
C 1.0384 -0.5721 -4.7191 -0.044
C 1.8627 -0.2732 -5.7874 -0.107
C 1.3437 0.2243 -6.9791 -0.143
C -0.0277 0.4193 -7.0758 -0.133
C -0.8654 0.1130 -6.0144 -0.060
H -0.7402 -0.7707 -2.8688 0.042
H -2.0538 -0.2442 -3.6914 0.063
H 1.4646 -0.9186 -3.7843 0.059
H 2.9324 -0.4068 -5.6752 0.097
H 1.9975 0.4731 -7.8060 0.079
H -0.4552 0.8181 -7.9896 0.085
H -1.9355 0.2685 -6.0986 0.101
C -3.2772 -1.9786 1.7146 -0.071
C -2.2288 -3.0245 2.0971 -0.387
C -1.5173 -3.5860 0.8635 -0.068
C -1.2934 -2.5421 3.1940 -0.155
C -1.4048 -3.2016 4.4106 -0.096
C -0.6258 -2.8841 5.5120 -0.146
C 0.3013 -1.8638 5.3633 -0.094
C 0.4606 -1.1631 4.1775 -0.157
C 1.5550 -0.1087 4.1641 -0.383
C 2.7053 -0.4652 3.2182 -0.069
C 1.0314 1.3080 3.9253 -0.076
C -0.3487 -1.4652 3.0227 -0.284
N -0.1956 -0.8101 1.8488 -0.153
H -3.9773 -2.3831 0.9771 0.075
H -2.7908 -1.1140 1.2764 0.029
H -3.8429 -1.6631 2.5961 0.076
H -2.7770 -3.8658 2.5402 0.107
H -0.9781 -2.8061 0.3366 0.030
H -2.2433 -4.0281 0.1740 0.071
H -0.7987 -4.3573 1.1515 0.078
H -2.1335 -4.0051 4.4912 0.091
H -0.7302 -3.4188 6.4489 0.072
H 0.9389 -1.5991 6.2038 0.091
H 1.9752 -0.1119 5.1782 0.108
H 2.3679 -0.5162 2.1865 0.041
H 3.1305 -1.4338 3.4942 0.074
H 3.4946 0.2903 3.2696 0.062
H 0.5723 1.3552 2.9457 0.019
H 1.8486 2.0339 3.9553 0.068
H 0.2889 1.5750 4.6834 0.074